Computed, not measured: 3 unconnected molecules or ions with the total composition C5H14O3, with wB97M-V/def2-TZVPD.

Last columns: bonded neighbours and bond lengths (Å).
Positions of all 22 atoms, in Å:
1 O 2.494 -3.901 1.768  H2 0.955, H5 0.916
2 H 2.360 -3.359 2.542  O1 0.955
3 H -0.162 -1.809 -0.714  C13 1.007
4 H 1.468 1.109 2.902  C16 1.039
5 H 2.005 -3.548 1.079  O1 0.916
6 H -0.306 0.551 -1.206  C22 1.186
7 H -2.004 -0.213 -0.920  C22 1.059
8 H 0.694 -0.813 0.388  C13 1.142
9 H -1.704 0.581 1.710  C19 1.089
10 C 0.078 1.459 1.226  H11 1.068, C16 1.312, C19 1.496
11 H 0.699 1.914 0.486  C10 1.068
12 O -1.023 -1.637 1.152  C13 1.454, H15 1.027
13 C -0.335 -1.107 -0.013  H3 1.007, H8 1.142, O12 1.454, C22 1.498
14 H -0.074 3.024 -5.851  O20 1.039
15 H -1.839 -2.055 0.689  O12 1.027
16 C 0.553 1.253 2.431  H4 1.039, C10 1.312, H17 1.092
17 H -0.185 0.973 3.186  C16 1.092
18 H 1.266 2.457 -5.747  O20 1.001
19 C -1.312 1.077 0.823  H9 1.089, C10 1.496, H21 1.047, C22 1.622
20 O 0.363 2.089 -5.974  H14 1.039, H18 1.001
21 H -1.932 1.856 0.499  C19 1.047
22 C -1.105 0.099 -0.454  H6 1.186, H7 1.059, C13 1.498, C19 1.622

Summary:
- Relative energy (zero: lowest compared OMol25 entry of this formula, charge and spin): 52.5 kcal/mol
- SMILES: C=CCCCO.O.O
- Frontier orbital gap: 10.2282 eV
- E_tot: -11551.8460 eV
- E_LUMO: 0.6 eV
- 2S+1: 1